Record 1
A molecular structure, C6H13N at a distorted geometry, computed with the ωB97M-V functional and the def2-TZVPD basis.

The energy above the lowest of the compared OMol25 structures with the same formula, charge and spin comes out at 88.75 kcal/mol. The net charge is 0. As for the gap between HOMO and LUMO: 8.2385 eV.

```
20
Properties=species:S:1:pos:R:3:nbo_charge:R:1
H -2.722 0.511 -0.695 0.226
H -1.296 -1.399 0.115 0.260
H -1.222 -0.985 -2.500 0.187
C -0.958 -0.542 -0.449 -0.256
H -1.308 1.519 -1.060 0.223
C 1.040 2.056 0.462 -0.434
H -0.262 -2.225 -1.477 0.189
C 1.318 -1.607 0.697 -0.648
H -1.751 1.196 0.622 0.215
H 1.775 -1.826 -0.269 0.228
N 1.220 0.707 -0.008 -0.451
H 2.017 2.551 0.431 0.206
H 0.665 2.103 1.498 0.163
H 0.370 2.658 -0.170 0.190
C 0.689 -0.239 0.689 0.114
C -1.708 0.755 -0.383 -0.648
H 2.116 -1.530 1.443 0.227
H 0.652 -2.424 1.002 0.206
H 0.135 -0.014 1.619 0.155
C -0.771 -1.265 -1.568 -0.350
```

***

Record 2
C6H13N in the gas phase at a distorted geometry, computed with the ωB97M-V functional and the def2-TZVPD basis.

The SMILES is C=C(CC)CCN. The energy above the lowest of the compared OMol25 structures with the same formula, charge and spin comes out at 27.02 kcal/mol. The net charge is 0. As for the gap between HOMO and LUMO: 9.8284 eV.

```
20
Properties=species:S:1:pos:R:3:nbo_charge:R:1
H -0.542 -1.135 -2.229 0.201
H -0.479 -1.139 0.860 0.212
C -2.173 -0.353 -1.085 -0.607
C 1.354 -0.268 1.581 -0.215
H 1.717 -1.104 2.200 0.195
H 1.887 1.404 -0.244 0.183
C 0.272 0.182 -0.703 0.033
H 0.762 -1.792 0.059 0.222
C 0.482 -0.802 0.453 -0.460
H 0.475 0.378 3.356 0.372
H -2.477 0.668 -0.816 0.204
H -2.192 -1.045 -0.258 0.205
H 2.306 0.132 1.240 0.178
C 1.060 1.216 -0.940 -0.429
C -0.774 -0.180 -1.727 -0.430
N 0.700 0.687 2.435 -0.872
H -0.842 0.547 -2.535 0.210
H 0.071 1.327 1.991 0.374
H -2.930 -0.556 -1.849 0.211
H 1.322 1.834 -1.788 0.212
```

***

Record 3
C6H13N in the gas phase at a distorted geometry, computed with the ωB97M-V functional and the def2-TZVPD basis.

The SMILES is CCC(=CN)CC. The energy above the lowest of the compared OMol25 structures with the same formula, charge and spin comes out at 72.01 kcal/mol. The net charge is 0. As for the gap between HOMO and LUMO: 9.1648 eV.

```
20
Properties=species:S:1:pos:R:3:nbo_charge:R:1
H 0.139 0.933 -2.033 0.201
C 2.211 0.391 -1.436 -0.626
H -2.748 1.537 1.107 0.219
H -0.250 -3.296 0.992 0.351
N -0.343 -2.700 0.219 -0.842
H -0.829 1.786 -0.374 0.212
H -1.591 2.203 2.222 0.219
H -1.868 0.433 2.443 0.203
H 0.454 1.611 0.766 0.216
C -0.533 1.157 0.477 -0.447
C 0.650 -0.069 -1.455 -0.433
C -0.228 -1.306 0.680 -0.024
H -0.446 -1.111 1.736 0.171
H 0.614 -1.034 -2.195 0.237
H 2.827 0.140 -0.554 0.212
C -0.111 -0.208 -0.147 -0.031
C -1.711 1.305 1.537 -0.627
H 2.523 1.482 -1.727 0.211
H -1.295 -2.965 -0.049 0.365
H 2.537 -0.289 -2.208 0.214
```